[1]
{
  "formula": "C4H9NO2",
  "method": "wB97M-V/def2-TZVPD",
  "elements": ["C", "C", "O", "C", "N", "C", "O", "H", "H", "H", "H", "H", "H", "H", "H", "H"],
  "positions_angstrom": [[0.70808, 1.43160, -1.32858], [-0.08434, 0.20648, -0.96394], [-1.27276, 0.15610, -1.23289], [0.61614, -1.00707, -0.32282], [0.28913, -1.17876, 1.09865], [-0.73651, -0.25481, 1.55776], [-2.01778, -0.65424, 1.20346], [1.52525, 1.64425, -0.63195], [0.03290, 2.28758, -1.41149], [1.14026, 1.23560, -2.31701], [-0.52057, 0.75439, 1.14142], [-2.08052, -0.53447, 0.23694], [0.26825, -1.87058, -0.90121], [1.70172, -0.93385, -0.45248], [1.11701, -1.10087, 1.67798], [-0.68627, -0.18135, 2.64616]],
  "forces_ev_per_angstrom": [[0.038, 0.058, -0.014], [-0.254, -0.014, -0.220], [0.551, -0.012, -0.080], [0.069, -0.112, -0.246], [0.076, 0.205, -0.017], [0.279, 0.318, 0.216], [-0.122, -0.046, -0.101], [-0.139, -0.111, -0.098], [0.142, -0.149, 0.001], [0.075, 0.091, 0.090], [-0.256, -0.100, 0.355], [-0.166, -0.107, 0.298], [0.022, 0.026, 0.080], [-0.161, 0.032, -0.044], [-0.122, 0.024, -0.133], [-0.033, -0.103, -0.087]],
  "relative_energy_kj_mol": 178.0,
  "smiles": "CC(=O)CNCO"
}



[2]
{
  "formula": "C4H11N2",
  "method": "wB97M-V/def2-TZVPD",
  "elements": ["C", "C", "C", "C", "N", "N", "H", "H", "H", "H", "H", "H", "H", "H", "H", "H", "H"],
  "positions_angstrom": [[1.11339, -0.10049, -0.29992], [1.62031, 1.20905, -0.75551], [-0.97353, -1.52461, 0.48920], [-0.73250, -0.22441, -0.27538], [1.73907, -1.08645, -0.09543], [-1.27614, 0.94227, 0.49843], [2.07466, 1.66740, 0.06839], [0.86474, 1.88716, -1.00644], [2.47149, 1.07745, -1.45317], [-0.36385, -1.53607, 1.34254], [-0.67830, -2.46380, -0.11944], [-2.08093, -1.45109, 0.78806], [-1.01168, -0.12970, -1.40186], [1.32679, -2.00415, 0.09444], [-0.40821, 1.52098, 0.74767], [-1.77832, 0.62448, 1.39005], [-1.90698, 1.59198, -0.01162]],
  "forces_ev_per_angstrom": [[-5.637, 2.581, -1.363], [1.398, -1.010, 0.036], [-2.380, -0.114, -2.231], [3.228, -0.589, -1.911], [2.974, -3.975, 0.727], [0.755, 1.151, 1.310], [0.973, 0.756, 1.564], [-1.068, 0.877, -1.264], [-0.925, 0.186, -0.056], [0.704, 0.052, 1.440], [-1.119, 1.634, 0.859], [1.474, -1.106, -0.374], [0.066, -0.372, 2.258], [0.064, 0.661, 0.104], [-1.748, -0.681, 0.084], [0.925, 0.633, -1.393], [0.317, -0.687, 0.208]],
  "relative_energy_kj_mol": 305.8,
  "smiles": "[H]/N=C(/C)[C@@H](C)[NH3+]",
  "charge": 1
}



[3]
{
  "formula": "C34H77F3N4O4",
  "method": "wB97M-V/def2-TZVPD",
  "elements": ["C", "C", "N", "C", "C", "C", "C", "H", "H", "H", "H", "H", "H", "H", "H", "H", "H", "H", "H", "H", "H", "H", "C", "C", "N", "C", "C", "C", "C", "H", "H", "H", "H", "H", "H", "H", "H", "H", "H", "H", "H", "H", "H", "H", "C", "C", "N", "C", "C", "C", "C", "H", "H", "H", "H", "H", "H", "H", "H", "H", "H", "H", "H", "H", "H", "H", "C", "C", "N", "C", "C", "C", "C", "H", "H", "H", "H", "H", "H", "H", "H", "H", "H", "H", "H", "H", "H", "H", "C", "C", "O", "C", "O", "C", "F", "F", "F", "H", "H", "H", "H", "H", "C", "C", "O", "C", "H", "H", "H", "H", "H", "H", "C", "C", "O", "C", "H", "H", "H", "H", "H", "H"],
  "positions_angstrom": [[3.53263, 3.14998, -1.15202], [3.05385, 3.52915, 0.24696], [3.32568, 2.44433, 1.17923], [2.65615, 2.62371, 2.46568], [1.13696, 2.90207, 2.39008], [4.76366, 2.26129, 1.40897], [5.17674, 1.23841, 2.46960], [4.59395, 3.41327, -1.23543], [3.09039, 3.79353, -1.91525], [3.43811, 2.07835, -1.30287], [3.50511, 4.48409, 0.56172], [1.96835, 3.61597, 0.20585], [2.72012, 1.70117, 3.04431], [3.14594, 3.45266, 3.00405], [0.65118, 2.12845, 1.79587], [0.70444, 2.85536, 3.39182], [0.93835, 3.91512, 2.04408], [5.22445, 3.24981, 1.54558], [5.17941, 1.84549, 0.48854], [4.74941, 0.24910, 2.32141], [4.92258, 1.55265, 3.48521], [6.26604, 1.19739, 2.46303], [-1.78054, 3.83719, -0.74871], [-3.19774, 3.31605, -1.10852], [-4.03416, 4.20424, -1.87976], [-4.37390, 5.47371, -1.25406], [-5.46803, 6.24010, -1.95890], [-3.54295, 4.38759, -3.25583], [-3.46824, 3.07582, -4.01917], [-1.70688, 4.89067, -0.48464], [-1.13099, 3.67518, -1.61237], [-1.42048, 3.20775, 0.06597], [-3.04951, 2.36642, -1.62089], [-3.70718, 3.09197, -0.16777], [-4.69731, 5.38462, -0.21020], [-3.46363, 6.08389, -1.11031], [-6.36314, 5.63483, -2.11636], [-5.75308, 7.03644, -1.26551], [-5.22783, 6.67190, -2.92798], [-2.52320, 4.79226, -3.27304], [-4.25246, 5.01062, -3.78766], [-2.62491, 2.44712, -3.72231], [-3.28931, 3.28704, -5.07891], [-4.35905, 2.44599, -4.01889], [0.01717, -6.48809, -4.22733], [0.08235, -7.39502, -3.00016], [0.29731, -6.63420, -1.74484], [-0.87019, -5.81200, -1.39956], [-0.43311, -4.46779, -0.80484], [0.79820, -7.47934, -0.66299], [-0.19270, -8.50937, -0.12104], [-0.33248, -7.16384, -5.01824], [0.97389, -6.05539, -4.50008], [-0.77033, -5.74097, -4.17313], [-0.83945, -7.98331, -2.90472], [0.94687, -8.05397, -3.09278], [-1.51732, -5.70102, -2.26141], [-1.47973, -6.33203, -0.64821], [-1.32688, -3.90830, -0.52980], [0.34477, -4.55189, -0.04664], [0.04203, -3.87193, -1.59062], [1.17760, -6.86621, 0.15679], [1.64350, -7.99759, -1.12011], [-1.02249, -8.05943, 0.43349], [0.26288, -9.12703, 0.65866], [-0.63815, -9.13679, -0.89096], [-1.26611, 2.98957, 6.58967], [-1.45705, 1.77223, 5.66444], [-2.27341, 2.02288, 4.49937], [-3.62279, 2.52794, 4.81283], [-4.45011, 1.58220, 5.66922], [-2.21756, 0.95387, 3.49851], [-2.81633, 1.44148, 2.19341], [-2.18996, 3.24068, 7.10015], [-0.90064, 3.81016, 5.97183], [-0.47078, 2.71298, 7.28105], [-0.46531, 1.47419, 5.30315], [-1.79352, 0.91253, 6.26918], [-4.13968, 2.80203, 3.89724], [-3.50832, 3.45041, 5.38274], [-4.56725, 0.59266, 5.21458], [-5.47182, 1.96814, 5.73647], [-4.06563, 1.39524, 6.66977], [-1.15311, 0.69730, 3.46438], [-2.64416, -0.01157, 3.81914], [-2.44569, 0.86805, 1.33592], [-3.89552, 1.53363, 2.11268], [-2.40117, 2.42576, 1.95340], [2.35405, -4.56751, 2.64804], [2.45976, -3.40394, 1.65539], [3.10162, -3.94453, 0.48720], [3.24507, -3.15655, -0.55498], [3.10859, -1.97360, -0.60523], [3.77405, -3.93111, -1.77840], [3.43292, -5.22476, -1.76144], [3.21697, -3.40759, -2.87764], [5.10304, -3.82239, -1.82098], [1.67702, -4.29102, 3.46060], [3.33773, -4.75194, 3.07483], [1.87485, -5.43972, 2.20785], [3.10420, -2.62300, 2.05034], [1.43315, -3.11050, 1.45160], [0.43065, 1.01729, -1.25541], [0.01066, -0.34072, -0.77692], [-0.65305, -1.09502, -1.44603], [0.35673, -0.67079, 0.63865], [1.15616, 1.47389, -0.57443], [-0.38333, 1.74019, -1.28169], [0.94214, 1.02499, -2.21735], [-0.24712, 0.04637, 1.20835], [1.42168, -0.53286, 0.82457], [0.05239, -1.67707, 0.91282], [2.75030, -0.22544, -4.43701], [1.77467, 0.00753, -5.56999], [1.26201, -0.90369, -6.16953], [1.63909, 1.40003, -6.16970], [2.68117, 0.42765, -3.56939], [3.72501, 0.01152, -4.88259], [2.78777, -1.27187, -4.14949], [1.82641, 2.22449, -5.48134], [0.62654, 1.49056, -6.55515], [2.36032, 1.43150, -6.98681]],
  "forces_ev_per_angstrom": [[1.131, 0.989, 0.261], [-0.316, -0.808, -0.347], [-0.130, -0.469, 0.784], [-0.919, 0.311, -0.036], [0.710, 0.140, 0.285], [-0.150, -0.648, -0.899], [-0.023, 0.891, 0.609], [0.051, -0.362, 0.013], [-0.448, -0.436, -0.040], [-0.300, 0.031, -0.326], [-0.129, 0.049, 0.086], [0.045, 0.334, 0.077], [0.489, 0.093, 0.002], [-0.070, -0.120, 0.321], [-0.121, 0.228, -0.240], [0.100, -0.101, 0.057], [-0.233, -0.150, -0.334], [0.235, -0.038, 0.401], [0.028, 0.317, -0.210], [0.013, -0.009, -0.287], [-0.111, 0.012, -0.063], [0.014, -0.290, -0.144], [-0.183, -0.510, -0.563], [0.464, 0.632, 0.953], [-0.415, -0.090, -0.756], [0.798, -0.013, 0.371], [-0.489, 0.330, 0.216], [-0.350, -1.068, 0.485], [0.378, -0.475, -0.814], [-0.219, -0.044, 0.198], [0.176, 0.153, 0.087], [0.250, 0.231, 0.064], [-0.311, 0.001, -0.088], [-0.176, 0.011, -0.057], [-0.115, -0.835, -0.132], [-0.090, 0.321, -0.456], [0.118, -0.214, 0.130], [-0.072, 0.197, -0.332], [0.295, 0.102, 0.094], [-0.095, 0.563, -0.045], [0.191, 0.388, 0.039], [-0.061, 0.043, 0.151], [0.064, 0.143, 0.063], [-0.167, 0.260, 0.423], [-0.694, -1.174, -0.219], [0.332, 1.063, 1.009], [-0.342, 0.121, -0.685], [0.830, -0.373, 1.183], [-0.173, 0.174, -1.455], [-0.316, -0.152, -0.583], [-0.300, 0.042, 0.838], [0.335, 0.248, -0.300], [0.017, 0.127, 0.108], [0.191, 0.282, 0.218], [0.033, -0.211, -0.295], [-0.173, -0.230, -0.129], [0.058, 0.311, -0.154], [-0.116, -0.019, -0.054], [0.229, 0.127, 0.569], [-0.418, -0.249, 0.432], [-0.075, -0.020, -0.079], [0.021, 0.110, -0.046], [0.183, -0.062, 0.354], [-0.012, 0.251, -0.283], [0.262, -0.211, -0.359], [0.196, -0.108, -0.048], [0.264, -0.839, -0.937], [0.358, -0.097, 0.297], [-0.532, 0.364, -0.134], [0.772, -0.347, 0.647], [-0.883, -0.519, -0.467], [-0.049, 0.220, 0.816], [1.188, 0.258, -1.094], [0.095, 0.197, 0.214], [-0.189, 0.235, 0.166], [-0.195, 0.202, 0.313], [-0.041, 0.059, -0.057], [-0.189, 0.006, -0.019], [0.001, -0.147, -0.084], [0.097, 0.154, -0.161], [0.160, 0.065, -0.141], [0.087, 0.052, 0.271], [0.124, 0.319, 0.061], [0.035, 0.241, -0.720], [-0.487, 0.174, 0.114], [-0.366, -0.445, 0.171], [-0.077, -0.332, 0.314], [-0.123, 0.174, 0.395], [-0.054, 0.746, 0.194], [-0.084, -1.230, 0.900], [-0.439, -0.368, -0.231], [0.570, -0.112, -0.031], [-0.385, 0.506, 0.114], [-0.992, -0.396, -0.084], [0.381, 0.168, 0.154], [0.535, 0.084, 0.013], [0.027, -0.019, -0.273], [0.185, 0.248, 0.054], [-0.087, -0.517, -0.046], [0.422, -0.119, -0.250], [-0.363, 0.348, -0.018], [0.318, 0.542, -0.492], [0.961, 0.938, 0.244], [-0.292, -0.370, -0.225], [-0.032, 0.013, -0.362], [-0.116, 0.185, 0.237], [-0.013, -0.213, 0.172], [-0.289, -0.383, -0.188], [-0.381, -0.356, -0.201], [0.334, -0.042, 0.363], [-0.054, 0.204, 0.129], [-0.137, 0.005, -0.181], [0.436, 0.028, -0.386], [0.349, 0.238, -0.306], [-0.222, -0.390, 0.282], [-0.173, -0.066, 0.574], [-0.348, 0.051, -0.042], [0.053, 0.001, 0.052], [-0.242, 0.019, 0.082], [0.160, -0.090, 0.048], [0.065, 0.028, -0.212], [-0.068, 0.178, -0.078]],
  "smiles": "CCOC(=O)C(F)(F)F.CCN(CC)CC.CCN(CC)CC.CCN(CC)CC.CCN(CC)CC.CC(C)=O.CC(C)=O"
}



[4]
{
  "formula": "C3H10NO2",
  "method": "wB97M-V/def2-TZVPD",
  "elements": ["C", "C", "C", "O", "N", "H", "H", "H", "H", "H", "H", "H", "H", "H", "H", "O"],
  "positions_angstrom": [[0.19234, 1.37042, 0.88654], [0.26314, -0.13653, 0.71006], [-0.00242, -0.66105, -0.72232], [0.17283, -2.01988, -0.71217], [0.57785, 1.87459, 2.21147], [-0.84341, 1.65617, 0.60360], [0.82263, 1.90182, 0.17876], [1.22333, -0.51178, 1.06806], [-0.52753, -0.60162, 1.30849], [0.68587, -0.14597, -1.43261], [-1.06449, -0.41967, -0.99230], [0.26495, 2.81949, 2.36889], [0.18528, 1.29745, 2.93596], [-1.06995, -1.54517, -2.97369], [-0.20004, -2.49449, -2.27861], [-0.68038, -2.38378, -3.16013]],
  "forces_ev_per_angstrom": [[-0.842, 0.482, -0.440], [-0.167, 0.495, 0.088], [0.343, -1.189, 0.684], [0.125, 0.037, -0.401], [0.288, -0.408, 0.032], [0.213, 0.068, 0.215], [0.282, -0.159, -0.320], [0.050, -0.124, -0.169], [0.148, -0.025, 0.228], [-0.188, 0.226, -0.013], [0.198, 0.518, -0.052], [-0.127, 0.136, -0.067], [-0.184, -0.165, 0.203], [-0.567, 0.919, -0.027], [-0.083, 0.139, 0.349], [0.511, -0.951, -0.311]],
  "relative_energy_kj_mol": 52.8,
  "charge": -1
}



Number 1: gap between HOMO and LUMO 0.36344 Eh. Number 2: gap between HOMO and LUMO 0.34916 Eh. Number 3: gap between HOMO and LUMO 0.31011 Eh. Number 4: gap between HOMO and LUMO 0.25120 Eh.